Entry 1:
ORCA calculation (ωB97M-V/def2-TZVPD) on an isolated molecule of CH5N7.

Geometry as ORCA input:
```
! wB97M-V def2-TZVPD RIJCOSX def2/J DEFGRID3
* xyz 0 1
C 0.623 0.113 0.525
N 2.642 -0.528 -0.421
N -0.257 -1.485 1.808
N 1.613 0.181 -0.528
N 0.807 -0.991 1.437
N -0.543 0.015 -0.338
N -1.130 1.096 -0.510
N -2.119 1.129 -1.369
H 0.657 0.974 1.176
H 3.099 -0.461 -1.443
H -0.121 -2.210 2.488
H -2.531 0.304 -1.805
H -2.740 1.864 -1.020
*
```

Relative energy (zero: lowest compared OMol25 entry of this formula, charge and spin) ... 27.02 kcal per mole
Gap between HOMO and LUMO ... 0.3490 Eh
SMILES ... [H]/N=N/C(/N=N/[H])/N=N/N

Entry 2:
ORCA calculation (ωB97M-V/def2-TZVPD) on a cluster of 2 separate species, CH5NO in total.

Geometry as ORCA input:
```
! wB97M-V def2-TZVPD RIJCOSX def2/J DEFGRID3
* xyz 0 1
N 2.148 0.437 1.718
H 2.459 -0.507 1.785
H 1.124 0.518 1.591
H 2.290 0.959 2.770
O -1.096 -1.126 -2.089
C -1.969 -0.377 -1.977
H -2.165 0.302 -1.080
H -2.792 -0.205 -2.717
*
```

Relative energy (zero: lowest compared OMol25 entry of this formula, charge and spin) ... 29.34 kcal per mole
Gap between HOMO and LUMO ... 0.4004 Eh
SMILES ... C=O.N

Entry 3:
ORCA calculation (ωB97M-V/def2-TZVPD) on a cluster of 2 separate species, CH5NO in total.

Geometry as ORCA input:
```
! wB97M-V def2-TZVPD RIJCOSX def2/J DEFGRID3
* xyz 0 1
C -1.849 0.283 -0.053
N 1.838 -0.218 0.000
O 0.896 0.614 -0.163
H -1.521 0.563 -1.022
H -1.822 0.861 0.874
H -1.465 -0.676 0.085
H 2.041 -0.863 -0.675
H 1.883 -0.563 0.954
*
```

Relative energy (zero: lowest compared OMol25 entry of this formula, charge and spin) ... 110.67 kcal per mole
Gap between HOMO and LUMO (alpha / beta) ... 0.3310 / 0.3593 Eh

Entry 4:
ORCA calculation (ωB97M-V/def2-TZVPD) on a structure of composition CH5NO2Si.

Geometry as ORCA input:
```
! wB97M-V def2-TZVPD RIJCOSX def2/J DEFGRID3
* xyz 0 1
C 0.014 -0.640 1.639
N 0.666 0.868 -1.228
O 0.496 2.032 -1.591
O 1.761 0.367 -1.116
Si -0.782 -0.092 -0.674
H -0.350 0.089 2.320
H -0.454 -1.579 1.466
H 1.030 -0.736 1.451
H -1.866 1.041 -0.925
H -0.515 -1.352 -1.342
*
```

Relative energy (zero: lowest compared OMol25 entry of this formula, charge and spin) ... 71.73 kcal per mole
Gap between HOMO and LUMO ... 0.3460 Eh

Entry 5:
ORCA calculation (ωB97M-V/def2-TZVPD) on an isolated molecule of CH5NO2Si.

Geometry as ORCA input:
```
! wB97M-V def2-TZVPD RIJCOSX def2/J DEFGRID3
* xyz 0 1
C -0.858 0.207 0.496
N -0.359 -1.430 -2.021
O 0.218 -2.386 -2.431
O -1.588 -1.252 -2.027
Si 0.354 0.026 -0.977
H -1.192 -0.698 0.877
H -0.452 0.697 1.363
H -1.755 0.842 0.076
H 1.767 -0.405 -0.984
H 0.118 1.239 -1.736
*
```

Relative energy (zero: lowest compared OMol25 entry of this formula, charge and spin) ... 27.09 kcal per mole
Gap between HOMO and LUMO ... 0.3914 Eh
SMILES ... C[SiH2][N+](=O)[O-]

Entry 6:
ORCA calculation (ωB97M-V/def2-TZVPD) on a cluster of 2 separate species, CH5NO2Si in total.

Geometry as ORCA input:
```
! wB97M-V def2-TZVPD RIJCOSX def2/J DEFGRID3
* xyz 0 1
C 1.624 0.257 0.675
N -2.206 -0.181 0.807
O -3.010 -0.410 -0.258
O -0.696 0.299 -0.942
Si 0.674 -0.386 -0.790
H 2.669 0.331 0.527
H 1.186 1.213 0.804
H 1.375 -0.301 1.632
H 1.409 -1.304 -1.626
H -3.024 0.482 -0.830
*
```

Relative energy (zero: lowest compared OMol25 entry of this formula, charge and spin) ... 72.78 kcal per mole
Gap between HOMO and LUMO (alpha / beta) ... 0.3079 / 0.3044 Eh

Entry 7:
ORCA calculation (ωB97M-V/def2-TZVPD) on a cluster of 2 separate species, CH5NO3 in total.

Geometry as ORCA input:
```
! wB97M-V def2-TZVPD RIJCOSX def2/J DEFGRID3
* xyz 0 1
N 0.350 1.655 -0.507
C -0.564 0.730 0.019
O -1.559 1.482 0.719
O -0.316 -0.462 -0.008
H 0.112 2.621 -0.825
H 0.905 1.150 -1.146
H -1.698 1.096 1.583
H 1.446 -3.319 0.137
H 0.225 -2.465 -0.048
O 1.100 -2.486 0.076
*
```

Relative energy (zero: lowest compared OMol25 entry of this formula, charge and spin) ... 28.86 kcal per mole
Gap between HOMO and LUMO ... 0.4150 Eh
SMILES ... NC(=O)O.O

Entry 8:
ORCA calculation (ωB97M-V/def2-TZVPD) on an isolated molecule of CH5NO4S.

Geometry as ORCA input:
```
! wB97M-V def2-TZVPD RIJCOSX def2/J DEFGRID3
* xyz 0 1
C -1.399 -1.308 0.516
N 0.207 1.145 -0.868
O 1.491 -1.179 -0.401
O 1.813 0.583 1.206
O 0.880 2.346 -0.998
O -0.419 -0.449 1.107
S 0.958 -0.077 0.326
H -1.607 -2.106 1.333
H -0.748 -1.846 -0.321
H -2.175 -0.646 0.132
H 0.226 0.645 -1.761
H 0.772 2.893 -0.271
*
```

Relative energy (zero: lowest compared OMol25 entry of this formula, charge and spin) ... 81.51 kcal per mole
Gap between HOMO and LUMO ... 0.3888 Eh
SMILES ... COS(=O)(=O)NO

Entry 9:
ORCA calculation (ωB97M-V/def2-TZVPD) on a structure of composition CH5NO5PS.

Geometry as ORCA input:
```
! wB97M-V def2-TZVPD RIJCOSX def2/J DEFGRID3
* xyz -1 1
C 0.870 -0.933 0.080
N -2.023 1.724 0.468
O -3.774 0.377 -1.014
O -1.298 -0.214 -1.030
O 0.578 1.478 -0.785
O 0.877 -0.232 -2.446
O -2.022 1.893 -2.192
P -2.436 1.036 -1.090
S 0.215 0.187 -1.248
H 0.750 -0.246 0.900
H 0.060 -1.678 0.153
H 1.902 -1.247 -0.392
H -2.956 1.591 0.857
H -1.747 2.718 0.306
*
```

Relative energy (zero: lowest compared OMol25 entry of this formula, charge and spin) ... 10.89 kcal per mole
Gap between HOMO and LUMO ... 0.3404 Eh

Entry 10:
ORCA calculation (ωB97M-V/def2-TZVPD) on a cluster of 2 separate species, CH5NOP2 in total.

Geometry as ORCA input:
```
! wB97M-V def2-TZVPD RIJCOSX def2/J DEFGRID3
* xyz 0 1
C -0.045 1.135 -0.756
N -1.067 -1.771 2.421
O 0.756 0.661 0.290
P -0.458 -2.188 1.073
P 0.190 1.182 1.754
H -1.066 0.992 -0.491
H 0.206 0.434 -1.500
H 0.285 2.058 -1.036
H 0.166 -3.435 1.376
H 1.413 0.975 2.557
*
```

Relative energy (zero: lowest compared OMol25 entry of this formula, charge and spin) ... 91.68 kcal per mole
Gap between HOMO and LUMO (alpha / beta) ... 0.3270 / 0.2426 Eh

Entry 11:
ORCA calculation (ωB97M-V/def2-TZVPD) on a cluster of 2 separate species, CH5NOS in total.

Geometry as ORCA input:
```
! wB97M-V def2-TZVPD RIJCOSX def2/J DEFGRID3
* xyz 0 1
C -1.026 -0.559 -0.318
N 2.203 1.158 -0.134
O 2.277 -1.358 -0.250
S 1.501 -0.195 0.109
H -0.594 -1.293 -0.961
H -1.078 -0.865 0.720
H -1.629 0.212 -0.769
H 1.619 1.917 0.211
H 1.254 -0.104 1.480
*
```

Relative energy (zero: lowest compared OMol25 entry of this formula, charge and spin) ... 115.78 kcal per mole
Gap between HOMO and LUMO (alpha / beta) ... 0.3097 / 0.2857 Eh

Entry 12:
ORCA calculation (ωB97M-V/def2-TZVPD) on a cluster of 2 separate species, CH5NOS in total.

Geometry as ORCA input:
```
! wB97M-V def2-TZVPD RIJCOSX def2/J DEFGRID3
* xyz 1 2
S -1.238 -2.230 -2.166
H -1.962 -3.378 -2.203
H -1.018 -2.294 -0.826
C 0.742 0.847 0.406
N 0.682 1.782 1.362
O -0.195 0.119 0.113
H 1.714 0.807 -0.099
H -0.138 1.884 1.942
H 1.413 2.462 1.472
*
```

Relative energy (zero: lowest compared OMol25 entry of this formula, charge and spin) ... 0.00 kcal per mole
Gap between HOMO and LUMO (alpha / beta) ... 0.3422 / 0.1336 Eh

Entry 13:
ORCA calculation (ωB97M-V/def2-TZVPD) on a cluster of 2 separate species, CH5NOS2 in total.

Geometry as ORCA input:
```
! wB97M-V def2-TZVPD RIJCOSX def2/J DEFGRID3
* xyz 0 1
S 2.646 -0.237 -0.964
S 2.011 0.451 0.893
H 1.423 -0.494 -1.559
H 2.079 1.786 0.565
C -1.565 0.189 -0.282
N -1.202 -0.654 0.753
O -1.004 1.257 -0.521
H -2.443 -0.214 -0.846
H -0.277 -0.541 1.144
H -1.668 -1.542 0.818
*
```

Relative energy (zero: lowest compared OMol25 entry of this formula, charge and spin) ... 4.37 kcal per mole
Gap between HOMO and LUMO ... 0.3626 Eh
SMILES ... NC=O.SS

Entry 14:
ORCA calculation (ωB97M-V/def2-TZVPD) on a cluster of 2 separate species, CH5NP2 in total.

Geometry as ORCA input:
```
! wB97M-V def2-TZVPD RIJCOSX def2/J DEFGRID3
* xyz 0 1
C -0.256 2.376 0.486
N 0.593 -2.533 -0.809
P 0.378 -4.173 -0.701
P 0.694 -1.119 -1.282
H 0.744 1.956 0.507
H -0.554 2.445 -0.602
H -0.812 1.635 1.073
H -0.375 -3.890 0.335
H -0.412 3.304 0.992
*
```

Relative energy (zero: lowest compared OMol25 entry of this formula, charge and spin) ... 27.29 kcal per mole
Gap between HOMO and LUMO (alpha / beta) ... 0.2496 / 0.2418 Eh

Entry 15:
ORCA calculation (ωB97M-V/def2-TZVPD) on a cluster of 2 separate species, CH5NS in total.

Geometry as ORCA input:
```
! wB97M-V def2-TZVPD RIJCOSX def2/J DEFGRID3
* xyz 0 1
S 0.808 4.087 -5.268
H 1.348 4.706 -4.234
C -0.263 -2.101 2.743
N -0.820 -3.147 2.301
H -0.152 -1.833 3.787
H 0.443 -1.605 2.074
H -0.135 3.548 -4.482
H -1.229 -3.655 3.079
*
```

Relative energy (zero: lowest compared OMol25 entry of this formula, charge and spin) ... 11.37 kcal per mole
Gap between HOMO and LUMO ... 0.3989 Eh
SMILES ... C=N.S

Entry 16:
ORCA calculation (ωB97M-V/def2-TZVPD) on an isolated molecule of CH5NSi2.

Geometry as ORCA input:
```
! wB97M-V def2-TZVPD RIJCOSX def2/J DEFGRID3
* xyz 0 1
C 0.008 1.680 0.088
N 0.045 -0.989 -0.344
Si 1.299 0.173 0.012
Si -1.237 0.302 0.022
H 1.975 0.354 -1.313
H 1.964 0.391 1.397
H -0.075 -1.950 -0.191
H -2.132 0.412 -1.028
H -1.846 -0.375 1.356
*
```

Relative energy (zero: lowest compared OMol25 entry of this formula, charge and spin) ... 71.84 kcal per mole
Gap between HOMO and LUMO (alpha / beta) ... 0.2891 / 0.2844 Eh

Entry 17:
ORCA calculation (ωB97M-V/def2-TZVPD) on a structure of composition CH5O2.

Geometry as ORCA input:
```
! wB97M-V def2-TZVPD RIJCOSX def2/J DEFGRID3
* xyz -1 1
C -0.081 0.700 0.716
O -1.077 -0.003 0.054
H -0.514 1.515 1.315
H 0.485 0.061 1.417
H 0.630 1.134 -0.004
H 0.930 -1.093 -1.488
H -0.478 -0.756 -0.661
O 0.104 -1.557 -1.349
*
```

Relative energy (zero: lowest compared OMol25 entry of this formula, charge and spin) ... 1.39 kcal per mole
Gap between HOMO and LUMO ... 0.2986 Eh

Entry 18:
ORCA calculation (ωB97M-V/def2-TZVPD) on a cluster of 2 separate species, CH5O2P in total.

Geometry as ORCA input:
```
! wB97M-V def2-TZVPD RIJCOSX def2/J DEFGRID3
* xyz 0 1
C 0.391 -0.167 -0.094
O 0.945 0.994 0.386
O 1.171 -1.245 0.315
P -1.380 -0.171 0.234
H 0.294 -0.053 -2.025
H 1.718 1.046 1.024
H 0.971 -2.096 -0.044
H -1.649 1.224 0.094
H -1.474 0.018 1.667
*
```

Relative energy (zero: lowest compared OMol25 entry of this formula, charge and spin) ... 98.28 kcal per mole
Gap between HOMO and LUMO ... 0.3332 Eh

Entry 19:
ORCA calculation (ωB97M-V/def2-TZVPD) on an isolated molecule of CH5O2PS2.

Geometry as ORCA input:
```
! wB97M-V def2-TZVPD RIJCOSX def2/J DEFGRID3
* xyz 0 1
C -1.037 -0.284 -1.559
O -0.223 1.269 0.731
O 0.320 -0.954 1.301
P 1.056 0.266 0.516
S 2.775 0.630 1.404
S 0.986 -0.060 -1.559
H -1.396 -0.759 -2.431
H -1.558 0.557 -1.257
H -1.315 -0.997 -0.874
H -0.333 1.493 1.602
H 0.725 -1.161 2.127
*
```

Relative energy (zero: lowest compared OMol25 entry of this formula, charge and spin) ... 5.60 kcal per mole
Gap between HOMO and LUMO ... 0.3527 Eh
SMILES ... CSP(O)(O)=S

Entry 20:
ORCA calculation (ωB97M-V/def2-TZVPD) on a cluster of 3 separate species, CH5O3 in total.

Geometry as ORCA input:
```
! wB97M-V def2-TZVPD RIJCOSX def2/J DEFGRID3
* xyz 1 1
O -2.380 0.458 0.053
H -3.460 0.717 0.247
H -2.386 -0.542 0.258
H -0.450 -0.327 2.238
O 0.250 -0.751 -0.573
C 1.343 -0.253 -0.866
O 2.056 0.340 0.116
H 2.170 -0.517 -1.718
H 2.858 0.875 0.246
*
```

Relative energy (zero: lowest compared OMol25 entry of this formula, charge and spin) ... 192.97 kcal per mole
Gap between HOMO and LUMO ... 0.1910 Eh